Entry 1:
ORCA calculation (ωB97M-V/def2-TZVPD) on H22O11Xe as an isolated structure at a distorted geometry.

```
34
H22O11Xe ωB97M-V/def2-TZVPD
Xe 0.341 0.473 -0.811
O -3.084 2.490 0.857
H -2.314 2.205 1.349
H -3.768 2.591 1.518
O 0.968 -2.775 -2.313
H 1.465 -2.031 -2.654
H 0.478 -3.102 -3.067
O 0.507 4.238 -1.607
H 1.369 4.649 -1.540
H 0.253 4.065 -0.701
O -1.172 -1.155 2.554
H -1.977 -1.641 2.735
H -0.670 -1.729 1.975
O 2.367 -1.877 1.073
H 2.929 -2.441 1.605
H 1.560 -2.379 0.962
O -2.794 -1.971 -0.360
H -1.935 -2.085 0.047
H -3.040 -2.849 -0.652
O -3.548 0.731 -1.209
H -3.128 1.287 -0.552
H -3.221 -0.149 -1.022
O -0.106 -2.969 0.502
H 0.138 -2.583 -0.339
H 0.088 -3.902 0.403
O 2.734 0.033 -3.282
H 2.216 0.805 -3.510
H 3.623 0.367 -3.164
O 0.202 3.724 1.239
H 1.145 3.562 1.205
H -0.129 3.083 1.867
O 2.572 0.621 2.527
H 2.424 -0.092 1.907
H 3.509 0.805 2.462
```

Calculated values
- Calculated total energy: -1170.18605 Ha
- Energy above the lowest of the compared OMol25 structures with the same formula, charge and spin: 12.96 kcal/mol
- Multiplicity: 1
- Max |F|: 1.08 eV/Å
- E_LUMO: -0.057 eV

Here are the Mulliken charges for atoms 1 to 4, given in e: number 1, Xe, carries 0.029; number 2, O, carries -0.630; number 3, H, carries 0.304; number 4, H, carries 0.297

Entry 2:
ORCA calculation (ωB97M-V/def2-TZVPD) on one molecule with the formula C4H6Cl2O at a distorted geometry.

```
13
C4H6Cl2O ωB97M-V/def2-TZVPD
C 0.877 -0.326 -0.111
C -0.394 0.306 -0.462
C 1.607 0.218 1.045
C -1.722 -0.384 -0.892
O 0.711 0.405 -1.280
Cl -0.918 1.787 0.394
Cl -2.631 -0.915 0.549
H 0.898 -1.364 -0.399
H 1.852 1.245 0.914
H 2.454 -0.295 1.163
H 0.903 0.299 1.920
H -1.409 -1.355 -1.489
H -2.230 0.380 -1.352
```

Calculated values
- Calculated total energy: -1151.57495 Ha
- Energy above the lowest of the compared OMol25 structures with the same formula, charge and spin: 33.84 kcal/mol
- Multiplicity: 1
- SMILES string: C[C@@H]1O[C@@]1(Cl)CCl
- Max |F|: 4.96 eV/Å
- E_LUMO: 0.815 eV

Here are the Mulliken charges for atoms 1 to 4, given in e: number 1, C, carries 0.268; number 2, C, carries 0.373; number 3, C, carries -1.531; number 4, C, carries -0.516

Entry 3:
ORCA calculation (ωB97M-V/def2-TZVPD) on one molecule with the formula C25H24N4O6.

```
59
C25H24N4O6 ωB97M-V/def2-TZVPD
O 4.029 0.662 -1.380
C 3.311 -0.283 -1.140
N 3.606 -1.536 -1.563
C 2.730 -2.641 -1.446
C 2.513 -3.209 -0.194
C 1.464 -4.086 -0.013
C 0.622 -4.407 -1.073
C 0.954 -3.966 -2.348
C 2.005 -3.089 -2.541
H 2.205 -2.679 -3.518
H 0.346 -4.257 -3.192
C -0.754 -4.947 -0.778
C -1.447 -3.693 -0.294
C -1.562 -3.414 1.062
C -1.936 -2.157 1.496
C -2.191 -1.143 0.576
C -2.149 -1.434 -0.784
C -1.778 -2.696 -1.204
H -1.712 -2.896 -2.262
H -2.375 -0.667 -1.506
N -2.484 0.131 1.076
C -2.512 1.301 0.404
O -2.334 1.447 -0.787
C -2.831 2.496 1.321
N -1.715 2.863 2.167
C -0.968 4.013 1.946
O -1.170 4.773 1.039
C 0.045 4.120 3.057
C -0.127 2.844 3.873
C -1.307 2.141 3.257
O -1.834 1.115 3.627
H 0.738 2.187 3.782
H -0.306 3.019 4.934
H -0.153 5.025 3.631
H 1.037 4.207 2.618
H -3.053 3.364 0.694
H -3.692 2.253 1.952
H -2.522 0.191 2.093
H -2.000 -1.943 2.553
H -1.338 -4.180 1.790
H -0.737 -5.710 -0.001
H -1.226 -5.346 -1.674
H 1.253 -4.470 0.974
H 3.124 -2.901 0.641
H 4.354 -1.586 -2.243
C 2.010 -0.112 -0.339
N 1.255 0.960 -0.946
C 0.845 2.089 -0.282
O 0.936 2.240 0.914
C 0.293 3.044 -1.306
C 0.157 2.209 -2.574
C 0.928 0.947 -2.289
O 1.208 0.045 -3.034
H 0.530 2.696 -3.473
H -0.886 1.931 -2.739
H -0.645 3.480 -0.967
H 1.011 3.859 -1.421
H 2.243 0.197 0.683
H 1.411 -1.025 -0.331
```

Calculated values
- Calculated total energy: -1637.69619 Ha
- Energy above the lowest of the compared OMol25 structures with the same formula, charge and spin: 0.00 kcal/mol
- Multiplicity: 1
- SMILES string: O=C(CN1C(=O)CCC1=O)Nc1ccc(Cc2ccc(NC(=O)CN3C(=O)CCC3=O)cc2)cc1
- Max |F|: 0.69 eV/Å
- E_LUMO: 0.669 eV

Here are the Mulliken charges for atoms 1 to 4, given in e: number 1, O, carries -0.681; number 2, C, carries 0.195; number 3, N, carries -0.096; number 4, C, carries -0.183